Entry 1:
Molecular formula: C19H29N3O3
Method: DFT, ωB97M-V with the def2-TZVPD basis set

Each line ends with the natural charge from an NBO analysis.
Atoms and positions in Å:
O (0.881, 3.709, -0.803)  -0.64
C (0.702, 2.760, -0.055)  0.65
N (1.652, 2.263, 0.767)  -0.60
C (3.012, 2.746, 0.762)  -0.22
C (3.965, 1.798, 0.029)  -0.41
C (4.073, 0.437, 0.720)  -0.22
N (5.246, -0.296, 0.277)  -0.44
C (5.121, -0.794, -1.083)  -0.26
C (6.429, -1.470, -1.493)  -0.07
O (6.759, -2.529, -0.627)  -0.52
C (6.863, -2.061, 0.696)  -0.07
C (5.563, -1.406, 1.161)  -0.25
C (-0.605, 2.091, 0.020)  0.00
C (-1.096, 1.013, 0.718)  -0.21
C (-2.454, 0.852, 0.350)  -0.28
C (-3.325, -0.197, 0.885)  0.67
O (-2.931, -0.979, 1.725)  -0.57
C (-4.724, -0.273, 0.297)  -0.34
C (-5.668, -1.044, 1.220)  -0.40
C (-7.052, -1.169, 0.594)  -0.39
C (-6.967, -1.862, -0.762)  -0.40
C (-6.025, -1.100, -1.689)  -0.39
C (-4.639, -0.981, -1.063)  -0.39
C (-2.735, 1.855, -0.569)  0.01
N (-1.622, 2.579, -0.753)  -0.47
H (1.441, 1.448, 1.319)  0.40
H (2.993, 3.712, 0.252)  0.24
H (3.344, 2.890, 1.795)  0.19
H (3.612, 1.680, -0.996)  0.21
H (4.958, 2.248, 0.001)  0.22
H (3.149, -0.148, 0.560)  0.16
H (4.188, 0.602, 1.796)  0.19
H (4.926, 0.040, -1.757)  0.21
H (4.293, -1.522, -1.167)  0.17
H (6.341, -1.905, -2.490)  0.19
H (7.234, -0.720, -1.489)  0.17
H (7.099, -2.930, 1.313)  0.19
H (7.679, -1.326, 0.769)  0.17
H (5.692, -1.026, 2.176)  0.20
H (4.758, -2.163, 1.164)  0.17
H (-0.587, 0.383, 1.419)  0.23
H (-5.108, 0.740, 0.149)  0.20
H (-5.249, -2.036, 1.402)  0.21
H (-5.733, -0.532, 2.182)  0.21
H (-7.708, -1.734, 1.260)  0.21
H (-7.485, -0.174, 0.466)  0.19
H (-7.960, -1.927, -1.212)  0.21
H (-6.594, -2.879, -0.626)  0.20
H (-5.950, -1.614, -2.650)  0.21
H (-6.428, -0.101, -1.874)  0.19
H (-4.220, -1.979, -0.914)  0.21
H (-3.970, -0.433, -1.730)  0.21
H (-3.644, 2.087, -1.087)  0.22
H (-1.492, 3.379, -1.355)  0.44

Results
Gap between HOMO and LUMO in eV: 9.50
Energy in Eh: -1131.4118
Energy above the lowest of the compared OMol25 structures with the same formula, charge and spin in kJ/mol: 221.13
LUMO energy in eV: 0.634
SMILES: O=C(NCCCN1CCOCC1)c1cc(C(=O)C2CCCCC2)c[nH]1
Strongest force on any atom in eV/A: 0.63

Entry 2:
Molecular formula: C23H40Br18N2
Method: DFT, ωB97M-V with the def2-TZVPD basis set

Each line ends with the Löwdin charge.
Atoms and positions in Å:
C (-3.291, -1.566, 2.794)  -0.22
C (-2.870, -2.030, 1.264)  -0.72
Br (-3.233, -4.002, 1.100)  0.60
C (-1.288, -1.641, 0.954)  -0.61
Br (-0.028, -2.722, 2.140)  0.61
C (-0.954, -0.042, 1.085)  -0.31
C (0.695, 0.229, 1.107)  -0.11
N (1.976, 0.497, 1.232)  0.10
C (-1.664, 0.913, -0.043)  -0.12
C (-1.698, 2.463, 0.587)  -0.09
N (-1.826, 3.572, 1.286)  0.09
H (-3.362, -0.377, 2.761)  0.09
H (-2.434, -1.799, 3.587)  -0.08
H (-4.279, -2.075, 3.173)  0.09
H (-3.523, -1.484, 0.429)  0.11
H (-1.077, -2.056, -0.145)  0.12
H (-1.347, 0.325, 2.137)  0.14
H (-2.753, 0.585, -0.342)  0.13
H (-0.970, 0.943, -1.013)  0.14
Br (1.738, -4.524, -1.352)  0.64
C (2.899, -5.142, 0.088)  -0.67
C (3.988, -4.137, 0.381)  -0.70
Br (5.397, -4.210, -0.965)  0.60
H (3.281, -6.122, -0.209)  0.06
H (2.240, -5.260, 0.953)  0.05
H (4.486, -4.372, 1.327)  0.05
H (3.630, -3.104, 0.412)  0.04
Br (0.543, 4.377, -2.377)  0.58
C (0.949, 6.102, -1.564)  -0.69
C (-0.180, 6.566, -0.674)  -0.70
Br (-1.667, 7.264, -1.726)  0.59
H (1.173, 6.795, -2.379)  0.05
H (1.857, 5.933, -0.978)  0.06
H (0.142, 7.403, -0.047)  0.06
H (-0.583, 5.775, -0.036)  0.02
Br (-7.104, 7.152, 2.523)  0.56
C (-5.337, 6.444, 2.946)  -0.69
C (-5.137, 5.075, 2.339)  -0.73
Br (-6.076, 3.705, 3.361)  0.58
H (-5.241, 6.454, 4.035)  0.05
H (-4.633, 7.163, 2.517)  0.06
H (-4.083, 4.786, 2.378)  0.03
H (-5.491, 5.002, 1.307)  -0.05
Br (-0.023, -4.757, 5.181)  0.59
C (0.384, -3.032, 5.995)  -0.69
C (-0.745, -2.568, 6.885)  -0.66
Br (-2.232, -1.870, 5.833)  0.72
H (0.607, -2.339, 5.179)  0.03
H (1.292, -3.201, 6.581)  0.06
H (-0.424, -1.731, 7.512)  0.06
H (-1.149, -3.359, 7.523)  0.06
Br (-7.497, 3.224, -0.626)  0.61
C (-8.200, 4.891, -1.355)  -0.68
C (-7.109, 5.703, -2.013)  -0.67
Br (-5.996, 6.599, -0.685)  0.65
H (-8.695, 5.415, -0.532)  0.06
H (-8.950, 4.586, -2.089)  0.06
H (-7.538, 6.509, -2.615)  0.06
H (-6.441, 5.105, -2.639)  0.05
Br (-0.037, -4.807, -5.409)  0.59
C (1.730, -5.515, -4.986)  -0.71
C (1.930, -6.884, -5.593)  -0.70
Br (0.991, -8.254, -4.571)  0.59
H (1.826, -5.505, -3.897)  -0.04
H (2.435, -4.797, -5.415)  0.00
H (2.984, -7.174, -5.554)  0.06
H (1.576, -6.958, -6.625)  0.05
Br (4.735, -3.692, -6.925)  0.62
C (6.120, -2.633, -6.050)  -0.69
C (5.982, -2.689, -4.546)  -0.71
Br (4.530, -1.544, -3.927)  0.58
H (6.050, -1.620, -6.455)  0.05
H (7.065, -3.083, -6.368)  0.06
H (6.881, -2.295, -4.062)  0.06
H (5.781, -3.694, -4.166)  0.03
Br (6.216, -1.641, 2.201)  0.61
C (5.513, 0.026, 1.472)  -0.70
C (6.603, 0.838, 0.814)  -0.70
Br (7.717, 1.733, 2.142)  0.59
H (5.018, 0.550, 2.295)  0.05
H (4.762, -0.280, 0.738)  0.04
H (6.174, 1.644, 0.212)  0.06
H (7.272, 0.240, 0.188)  0.05

Results
Gap between HOMO and LUMO in eV: 9.37
Energy in Eh: -47341.9364
LUMO energy in eV: -0.217
SMILES: C[C@H](Br)[C@H](Br)[C@@H](C#N)CC#N.BrCCBr.BrCCBr.BrCCBr.BrCCBr.BrCCBr.BrCCBr.BrCCBr.BrCCBr
Strongest force on any atom in eV/A: 12.62

Entry 3:
Molecular formula: C17H39N4O13S2Zr
Method: DFT, ωB97M-V with the def2-TZVPD basis set

Each line ends with the Löwdin charge.
Atoms and positions in Å:
Zr (29.107, -2.969, 0.829)  1.96
C (27.191, -2.724, 3.968)  -0.16
O (28.118, -2.828, 2.886)  -0.44
H (26.182, -2.980, 3.646)  0.07
H (27.592, -3.401, 4.723)  0.06
H (27.068, -1.728, 4.394)  0.07
C (25.536, -5.822, 1.396)  0.03
C (25.892, -4.825, 0.314)  -0.43
O (26.909, -4.060, 0.440)  -0.17
N (25.049, -4.763, -0.755)  0.05
C (25.132, -3.779, -1.826)  -0.04
H (24.512, -6.195, 1.417)  0.10
H (25.662, -5.559, 2.446)  0.08
H (26.334, -6.525, 1.154)  0.11
H (24.398, -5.517, -0.924)  0.16
H (24.809, -2.782, -1.527)  0.09
H (24.569, -4.144, -2.686)  0.11
H (26.184, -3.666, -2.088)  0.08
C (23.384, -2.681, 5.617)  -0.02
C (23.386, -3.609, 6.804)  -0.58
O (24.158, -3.389, 7.734)  0.04
N (22.625, -4.692, 6.727)  0.00
C (22.640, -5.689, 7.769)  -0.06
H (23.669, -3.231, 4.721)  0.06
H (24.130, -1.886, 5.608)  0.07
H (22.364, -2.308, 5.526)  0.09
H (22.132, -4.786, 5.850)  0.14
H (23.564, -5.875, 8.317)  0.10
H (22.485, -6.621, 7.225)  0.08
H (21.759, -5.550, 8.396)  0.09
C (29.117, 1.026, 2.605)  0.03
C (30.262, 0.090, 2.243)  -0.45
O (30.035, -1.073, 1.828)  -0.19
N (31.512, 0.580, 2.410)  0.06
C (32.781, -0.131, 2.306)  -0.02
H (29.150, 1.700, 3.461)  0.10
H (28.341, 0.366, 2.994)  0.06
H (28.719, 1.570, 1.749)  0.11
H (31.499, 1.567, 2.625)  0.16
H (32.493, -1.090, 1.875)  0.07
H (33.182, -0.284, 3.308)  0.09
H (33.591, 0.307, 1.723)  0.10
C (32.888, -4.530, 3.291)  0.02
C (31.803, -3.558, 3.491)  -0.50
O (30.909, -3.360, 2.636)  -0.12
N (31.910, -2.942, 4.697)  0.04
C (31.021, -1.925, 5.156)  -0.03
H (33.113, -4.874, 4.301)  0.10
H (33.817, -4.044, 2.994)  0.11
H (32.686, -5.403, 2.670)  0.10
H (32.760, -3.285, 5.123)  0.15
H (30.215, -2.404, 5.711)  0.10
H (30.639, -1.264, 4.378)  0.07
H (31.535, -1.329, 5.909)  0.11
C (23.938, 0.254, 2.820)  -0.17
C (25.226, 0.037, 2.046)  -0.27
O (25.852, 1.208, 2.191)  -0.20
S (25.716, 1.806, 3.808)  0.82
O (25.841, 3.266, 3.921)  -0.20
O (26.522, 0.886, 4.603)  -0.26
O (24.097, 1.369, 3.691)  -0.18
H (23.623, -0.560, 3.471)  0.11
H (23.058, 0.327, 2.182)  0.14
H (24.993, -0.277, 1.029)  0.14
H (25.711, -0.829, 2.497)  0.10
C (27.314, -6.029, 5.753)  -0.15
C (28.762, -6.006, 5.201)  -0.14
O (29.568, -6.935, 6.004)  -0.23
S (28.724, -7.705, 7.218)  0.70
O (29.012, -7.096, 8.491)  -0.23
O (28.739, -9.132, 7.130)  -0.21
O (27.244, -7.185, 6.662)  -0.22
H (26.468, -6.010, 5.066)  0.12
H (27.108, -5.216, 6.449)  0.12
H (29.174, -4.999, 5.128)  0.11
H (28.737, -6.591, 4.282)  0.12

Results
Gap between HOMO and LUMO (spin up / spin down) in eV: 4.88 / 4.83
Expectation value of S²: 0.76
Energy in Eh: -2711.0162
2S+1: 2
LUMO energy (spin up / spin down) in eV: -8.156 / -8.210
Charge: +2
Strongest force on any atom in eV/A: 8.76